Entry 1:
# C14H60FN29O14Ti

C14H60FN29O14Ti as an isolated structure at a distorted geometry (wB97M-V/def2-TZVPD, OMol25).

CARTESIAN COORDINATES (ANGSTROEM)
O (28.728, -13.455, 30.239)
N (33.129, -16.847, 28.594)
H (23.701, -18.115, 29.111)
N (25.802, -15.461, 24.764)
O (28.759, -17.323, 31.507)
O (32.884, -14.410, 30.151)
H (26.011, -13.068, 29.612)
N (30.032, -18.335, 26.150)
Ti (28.385, -15.521, 28.818)
O (26.050, -19.828, 29.815)
N (30.982, -14.981, 33.296)
H (30.347, -19.015, 32.164)
H (33.302, -15.966, 29.056)
H (31.042, -12.980, 30.365)
H (27.999, -11.577, 32.705)
N (29.493, -15.930, 34.396)
H (27.823, -19.740, 29.398)
H (33.410, -17.097, 27.657)
H (25.936, -22.093, 25.498)
H (26.055, -11.438, 28.952)
H (25.273, -16.002, 24.095)
H (26.592, -18.070, 32.379)
C (25.414, -15.334, 26.014)
F (26.106, -15.597, 29.714)
N (26.336, -14.817, 26.776)
N (32.381, -13.697, 27.281)
C (28.414, -13.130, 31.398)
H (33.542, -12.138, 32.062)
O (28.385, -17.405, 27.254)
H (27.623, -16.912, 25.136)
H (29.060, -10.791, 28.268)
H (28.348, -11.149, 31.079)
H (30.982, -15.718, 32.605)
H (29.097, -16.181, 35.291)
O (24.459, -15.856, 26.480)
H (24.783, -17.912, 27.882)
C (25.422, -20.220, 25.842)
H (30.534, -18.249, 25.278)
O (23.675, -16.799, 32.248)
H (27.724, -14.895, 31.980)
H (31.229, -20.304, 28.574)
H (23.314, -13.948, 28.404)
C (29.274, -20.978, 28.988)
H (29.322, -19.014, 28.648)
N (24.673, -17.958, 28.885)
H (27.381, -20.548, 25.375)
H (27.935, -13.629, 33.213)
N (25.014, -14.935, 32.463)
O (24.631, -19.372, 26.133)
H (29.857, -13.643, 25.492)
N (23.014, -14.938, 33.207)
N (33.749, -12.980, 31.543)
H (30.967, -21.963, 28.809)
C (30.171, -14.869, 34.322)
H (25.011, -13.959, 32.721)
C (25.700, -20.628, 30.679)
H (29.044, -17.535, 24.284)
N (27.805, -10.470, 26.068)
N (30.555, -21.050, 28.678)
N (27.401, -18.559, 32.736)
N (31.858, -12.603, 30.825)
H (26.319, -15.005, 27.768)
H (29.110, -19.942, 33.099)
H (34.631, -13.444, 31.707)
H (31.956, -16.002, 30.317)
O (31.723, -18.462, 28.535)
C (31.129, -13.922, 27.016)
H (30.523, -18.595, 26.993)
O (30.376, -14.538, 27.776)
C (23.932, -15.670, 32.684)
H (27.491, -21.184, 31.307)
H (26.422, -14.721, 24.467)
H (23.824, -20.769, 30.004)
H (24.282, -21.730, 31.443)
C (24.336, -12.529, 28.877)
H (27.319, -10.399, 25.186)
O (30.025, -13.900, 35.059)
N (28.306, -11.868, 31.787)
N (26.744, -19.959, 25.893)
O (23.571, -11.733, 28.404)
H (26.128, -22.171, 31.734)
O (28.653, -21.947, 29.373)
H (28.410, -12.417, 28.377)
N (24.461, -21.020, 30.746)
N (28.780, -19.752, 29.075)
N (29.429, -19.148, 32.563)
H (25.448, -15.359, 31.656)
C (32.878, -13.377, 30.788)
H (27.958, -9.688, 26.688)
C (28.974, -17.637, 26.220)
C (27.976, -11.622, 26.655)
C (28.553, -18.257, 32.215)
N (25.171, -21.441, 25.597)
H (27.321, -19.102, 33.584)
N (28.490, -11.535, 27.891)
H (26.878, -18.971, 26.055)
N (24.032, -13.772, 29.093)
N (25.537, -12.234, 29.295)
H (31.721, -14.298, 33.217)
H (22.154, -15.461, 33.122)
N (26.494, -21.275, 31.447)
H (30.739, -17.324, 30.430)
H (25.182, -18.760, 29.229)
H (29.744, -16.580, 33.665)
N (30.765, -13.431, 25.882)
H (31.282, -12.591, 25.667)
N (28.075, -13.998, 32.283)
H (23.302, -14.131, 33.741)
H (24.308, -21.828, 25.244)
H (32.777, -13.919, 28.183)
H (32.985, -13.324, 26.562)
N (28.567, -17.273, 25.135)
O (27.642, -12.671, 26.081)
H (31.726, -12.117, 31.701)
N (31.637, -16.948, 30.162)
H (24.605, -14.554, 29.377)
H (24.979, -17.169, 29.436)
C (32.155, -17.524, 29.117)
H (26.904, -14.097, 26.354)

Energy in eV: -113206.613
Gap between HOMO and LUMO (alpha / beta) in eV: 4.32 / 8.55
Spin multiplicity: 4
⟨S²⟩: 3.7517
Net charge: +1

Results of the Löwdin charge analysis, in e, for atoms 1 through 4: atom 1 (O): -0.0878, atom 2 (N): 0.1961, atom 3 (H): 0.1379, atom 4 (N): 0.1628

---

Entry 2:
# C21H23F6FeN5O8PS2SeTe

C21H23F6FeN5O8PS2SeTe as an isolated structure (wB97M-V/def2-TZVPD, OMol25).

CARTESIAN COORDINATES (ANGSTROEM)
H (-3.297, -2.278, 1.299)
H (0.737, -5.118, 1.642)
Se (-4.801, 1.655, -5.687)
O (5.028, 1.079, 0.892)
H (1.733, -5.660, -0.589)
H (1.794, 0.129, -5.318)
O (0.528, -1.647, -0.221)
H (2.327, -3.996, -0.717)
C (-0.055, 4.509, 0.841)
C (-3.272, 1.358, -2.072)
F (3.244, -2.100, 1.658)
C (-4.167, 1.649, -1.047)
N (0.271, 0.439, -2.355)
H (-1.781, -2.445, 3.974)
O (0.477, 2.439, -0.222)
C (-2.002, 0.891, -1.732)
C (-3.778, 1.452, 0.260)
O (0.732, 0.423, 2.118)
C (-0.979, 0.666, -2.764)
N (-3.085, 1.147, -5.735)
C (-2.513, 0.927, 0.503)
F (1.404, -1.871, 3.553)
C (0.994, -4.333, 0.928)
H (-3.542, -2.401, 3.782)
H (-0.354, 5.002, -0.089)
C (4.267, -1.373, 1.218)
Te (-2.388, -2.679, -1.667)
O (-1.249, -2.065, 1.395)
H (-0.938, 4.032, 1.270)
C (-2.465, -2.594, 1.933)
C (-0.298, 0.552, -5.060)
H (-2.173, 0.704, 1.508)
H (2.976, -5.072, 0.531)
Fe (0.551, 0.491, -0.157)
C (-2.669, 1.098, -4.500)
C (2.214, 4.086, -0.152)
H (1.906, 4.424, -1.145)
H (-4.435, 1.681, 1.087)
C (0.983, 0.290, -4.622)
C (-3.639, 1.442, -3.479)
N (-4.830, 1.766, -3.900)
H (1.363, 3.079, 1.529)
H (-5.155, 2.012, -1.299)
S (1.771, 0.714, 3.080)
S (3.790, 0.403, 1.102)
F (4.636, -1.825, 0.016)
O (1.579, 1.818, 3.963)
C (1.223, 0.255, -3.253)
P (-0.677, -2.546, -0.034)
N (3.237, 0.693, 2.532)
H (-0.542, 0.608, -6.112)
C (2.077, -4.794, -0.021)
H (1.301, -3.451, 1.488)
O (2.820, 0.451, 0.030)
N (-1.663, 0.641, -0.467)
H (2.615, 4.940, 0.401)
C (1.012, 3.453, 0.550)
C (1.727, -0.760, 4.213)
H (0.304, 5.270, 1.540)
F (5.289, -1.531, 2.062)
H (-2.429, -3.687, 1.908)
H (3.012, 3.351, -0.276)
O (-0.206, -4.062, 0.182)
C (-1.304, 0.753, -4.119)
H (-2.561, -0.988, 3.361)
F (0.797, -0.553, 5.152)
H (2.217, 0.082, -2.858)
C (-2.594, -2.078, 3.348)
F (2.901, -0.948, 4.817)

Energy in eV: -200278.650
Gap between HOMO and LUMO (alpha / beta) in eV: 5.92 / 5.92
Spin multiplicity: 5
⟨S²⟩: 6.0085
Net charge: -1

Results of the Löwdin charge analysis, in e, for atoms 1 through 4: atom 1 (H): 0.0678, atom 2 (H): 0.1174, atom 3 (Se): 1.0658, atom 4 (O): -0.2578

---

Entry 3:
# C10H27I2IrO2P2Si

C10H27I2IrO2P2Si as an isolated structure at a distorted geometry (wB97M-V/def2-TZVPD, OMol25).

CARTESIAN COORDINATES (ANGSTROEM)
H (2.829, 2.596, -1.831)
H (-2.946, -2.353, 1.924)
H (2.088, -4.063, 0.697)
H (1.169, 3.174, 1.627)
H (1.076, 4.695, -1.344)
C (2.001, 1.886, -1.863)
H (2.752, -2.129, 2.917)
H (-4.840, -1.260, 0.053)
Si (1.752, -1.610, 0.660)
H (2.060, 1.641, 1.259)
H (-4.379, -0.044, -1.136)
H (3.809, -0.356, -0.070)
I (-0.603, -0.033, -2.891)
C (2.001, -1.449, 2.536)
H (1.060, -1.659, 3.074)
H (1.296, -3.584, -0.816)
H (-0.358, 3.951, -2.079)
H (-1.277, -1.688, 2.042)
C (1.765, 2.634, 0.875)
H (-2.691, -0.675, 2.519)
C (0.230, 4.044, -1.179)
H (4.152, -2.066, 0.241)
H (-2.891, -3.107, -0.553)
C (1.312, -3.415, 0.268)
H (2.353, 0.868, -1.619)
C (-2.273, 1.760, -1.249)
H (-2.436, -2.064, -1.958)
I (-2.664, 4.118, 0.614)
H (-4.487, 0.398, 0.582)
Ir (-0.889, 0.801, -0.557)
C (-2.214, -2.324, -0.911)
O (0.651, -0.519, 0.289)
H (2.318, -0.425, 2.796)
H (-1.164, -2.653, -0.823)
H (0.352, -3.712, 0.708)
H (3.345, -1.607, -1.271)
P (0.765, 2.459, -0.639)
H (-0.410, 4.499, -0.398)
C (3.425, -1.374, -0.202)
P (-2.510, -0.834, 0.121)
O (-3.164, 2.219, -1.876)
C (-4.213, -0.390, -0.118)
H (1.523, 1.887, -2.855)
C (-2.332, -1.450, 1.825)
H (2.657, 3.211, 0.608)

Energy in eV: -60384.019
Gap between HOMO and LUMO (alpha / beta) in eV: 8.66 / 4.73
Spin multiplicity: 5
⟨S²⟩: 6.0214
Net charge: +2

Results of the Löwdin charge analysis, in e, for atoms 1 through 4: atom 1 (H): 0.0668, atom 2 (H): 0.0733, atom 3 (H): 0.0545, atom 4 (H): 0.0661